# 1
{"formula": "C4H22N2O5S", "method": "ωB97M-V/def2-TZVPD", "e_lumo_ev": 0.33, "e_above_lowest_ev": 1.281, "homo_ev": -8.70, "orbital_gap_ev": 9.02, "max_force_ev_per_a": 2.6, "spin_multiplicity": 1, "smiles": "NCNCCCS.O.O.O.O.O", "energy_ev": -28557.628, "elements": ["N", "C", "N", "C", "C", "C", "S", "H", "H", "H", "H", "H", "H", "H", "H", "H", "H", "H", "H", "O", "H", "H", "O", "H", "H", "O", "H", "H", "O", "H", "H", "O", "H", "H"], "coordinates": [[-1.196701, -0.297338, 2.424176], [0.007884, -1.026029, 2.048195], [0.187015, -1.048485, 0.582271], [1.381780, -1.738970, 0.131132], [1.777858, -1.411695, -1.327979], [2.254330, 0.003445, -1.514616], [3.777367, 0.432127, -0.626614], [-1.227911, 0.613668, 1.978050], [-2.000358, -0.780945, 2.135165], [0.879130, -0.798237, 2.662302], [-0.350852, -2.039931, 2.249413], [0.087627, -0.156104, 0.146207], [2.254271, -1.679938, 0.789037], [1.157710, -2.812539, 0.160513], [2.636910, -2.049372, -1.547666], [0.938884, -1.781900, -1.915053], [2.365755, 0.384041, -2.532375], [1.476352, 0.736683, -1.254085], [3.187182, 0.933287, 0.462232], [0.160600, 3.221587, -0.836050], [-0.643429, 2.830937, -0.418882], [0.008248, 4.022817, -1.310533], [1.668371, 2.257836, 1.184069], [1.228293, 2.779626, 0.487211], [1.006336, 1.836250, 1.676327], [-2.112323, -2.650193, -0.534719], [-1.570343, -1.980825, -0.125480], [-1.503411, -3.365671, -0.592778], [-2.357909, 2.438123, -0.358842], [-3.112235, 3.040577, -0.360160], [-2.645552, 1.710578, -0.985974], [-3.241890, -0.127107, -0.898337], [-2.519427, -0.716010, -1.041580], [-3.959577, -0.780289, -0.934565]], "atomic_forces_ev_per_a": [[1.8, 1.5, 0.4], [-2.3, -1.1, -0.8], [0.3, -0.2, 0.4], [0.3, -0.9, -0.5], [0.5, -0.9, 1.1], [-1.1, 1.7, -0.4], [0.0, -0.2, -0.2], [-0.1, 0.1, 0.2], [-1.1, -0.7, -0.5], [0.1, 0.4, -0.2], [1.0, -0.3, 0.5], [0.3, 0.9, 0.1], [0.0, 0.7, 0.2], [-0.1, -0.1, -0.1], [-0.1, -0.2, -0.1], [0.0, 0.6, -0.6], [0.5, -0.9, -0.3], [0.1, -0.2, 0.7], [-0.1, 0.1, 0.1], [0.7, -1.4, 0.8], [0.0, 1.0, -0.9], [-0.7, 0.6, -0.2], [1.6, 0.8, -0.8], [0.0, -0.1, 0.0], [-1.5, -0.8, 1.1], [-1.1, 0.2, -0.3], [0.9, 0.7, 0.7], [0.6, -1.1, -0.3], [-0.8, -0.9, -1.0], [0.2, 0.0, 0.1], [0.3, 0.8, 1.2], [-1.2, 0.1, 0.0], [1.1, -0.5, -0.3], [-0.1, 0.5, 0.1]], "nbo_charge": [-0.82, -0.05, -0.69, -0.22, -0.43, -0.55, -0.07, 0.35, 0.36, 0.18, 0.18, 0.36, 0.19, 0.17, 0.22, 0.21, 0.24, 0.22, 0.17, -1.00, 0.51, 0.49, -0.97, 0.50, 0.46, -0.97, 0.48, 0.47, -0.98, 0.48, 0.52, -0.97, 0.48, 0.49]}


# 2
{"formula": "C6H9O2PS", "method": "ωB97M-V/def2-TZVPD", "e_lumo_ev": 0.24, "e_above_lowest_ev": 0.265, "homo_ev": -8.28, "orbital_gap_ev": 8.51, "max_force_ev_per_a": 4.4, "spin_multiplicity": 1, "energy_ev": -30584.148, "elements": ["C", "C", "C", "C", "C", "C", "O", "O", "P", "S", "H", "H", "H", "H", "H", "H", "H", "H", "H"], "coordinates": [[-1.104605, 1.669598, -2.246769], [-1.252822, 1.585811, -0.815050], [0.166336, 1.260739, -2.600531], [-0.090634, 1.256802, -0.129715], [-1.447491, -1.611293, 0.437876], [2.409598, -0.719326, 1.858390], [-0.448440, -1.378819, 1.345756], [1.329317, -0.119988, 2.509357], [-0.209247, 0.006344, 2.167262], [1.131404, 0.887259, -1.183879], [-1.939290, 1.707478, -2.912751], [-2.160877, 1.745099, -0.247947], [0.839127, 1.248974, -3.468708], [-2.485367, -1.345810, 0.819597], [-1.441916, -2.688833, 0.103721], [-1.337148, -1.001075, -0.456354], [2.394725, -0.129552, 0.804842], [2.317148, -1.805542, 1.636974], [3.330182, -0.567867, 2.377930]], "atomic_forces_ev_per_a": [[1.2, -1.5, 0.9], [0.7, 0.1, 0.5], [1.3, 0.2, 0.4], [-1.8, -1.0, 2.6], [-2.7, -0.8, -1.4], [-0.3, 0.6, -4.4], [1.5, 0.4, 1.6], [-0.8, -0.1, 1.7], [0.3, 0.7, -3.0], [0.1, 0.3, -1.4], [-0.2, 0.6, -0.4], [-0.2, 0.1, -0.3], [-1.3, 0.1, -0.2], [1.1, -0.5, -0.1], [0.1, 1.1, 0.7], [0.3, 0.1, -0.1], [0.8, -1.7, 2.2], [-0.4, 0.7, 0.3], [0.3, 0.5, 0.5]], "nbo_charge": [-0.27, -0.36, -0.44, -0.51, -0.26, -0.25, -0.83, -0.83, 1.51, 0.40, 0.23, 0.22, 0.23, 0.17, 0.20, 0.20, 0.19, 0.20, 0.20]}